Entry from the Open Molecules 2025 dataset: C4H12AgI2N4O8 as an isolated structure in a non-equilibrium geometry (the ωB97M-V functional and the def2-TZVPD basis).

XYZ file:
```
31
C4H12AgI2N4O8, DFT the ωB97M-V functional and the def2-TZVPD basis
Ag 0.807 0.543 0.759
I -1.942 1.049 1.459
I 2.627 2.139 2.468
C 0.460 -2.479 4.481
N 1.379 -1.708 3.543
O 2.574 -1.785 3.767
O 0.872 -1.140 2.594
H -0.386 -1.819 4.670
H 1.019 -2.696 5.392
H 0.150 -3.377 3.947
C -2.003 -3.133 -0.520
N -0.799 -2.947 0.297
O -0.139 -1.963 0.100
O -0.598 -3.742 1.205
H -2.323 -4.172 -0.446
H -1.621 -2.990 -1.531
H -2.648 -2.318 -0.193
C -1.223 0.819 -3.525
N -0.496 -0.053 -2.586
O -0.257 0.399 -1.450
O -0.233 -1.174 -2.978
H -0.409 1.497 -3.780
H -2.011 1.269 -2.921
H -1.621 0.231 -4.352
C 1.157 4.838 -1.551
N 1.368 3.373 -1.445
O 0.931 2.800 -0.456
O 2.024 2.804 -2.306
H 1.685 5.349 -0.746
H 0.131 5.172 -1.391
H 1.523 5.214 -2.506
```

Values from the calculation:
net charge: -1
HOMO (spin up / spin down): -1.3 / -4.9 eV
E: -1722.5396 hartree
expectation value of S²: 2.016
2S+1: 3
gap between HOMO and LUMO (spin up / spin down): 3.83 / 4.61 eV